(1)
Density functional theory data (ωB97M-V/def2-TZVPD) for a 9-piece molecular cluster, C40H47BrF10N4O27P overall in a non-equilibrium geometry.

Last column: Löwdin charge in e.
Atoms and positions in Å:
C 5.196 1.834 -1.300  0.039
C 4.569 0.590 -1.830  -0.435
O 4.856 0.025 -2.848  0.140
N 3.524 0.059 -0.950  -0.085
C 4.063 -0.878 0.063  0.026
N 2.521 -0.549 -1.721  0.117
C 1.445 0.142 -2.023  -0.301
N 1.330 1.400 -1.559  0.177
C 0.509 2.370 -2.320  -0.173
C 0.429 3.642 -1.485  -0.303
C 0.128 3.444 -0.005  -0.005
F 1.725 4.198 -1.597  -0.029
C -0.829 1.748 -2.774  -0.135
C -2.101 2.459 -2.296  -0.143
O -3.255 1.692 -2.596  -0.050
C -3.887 1.109 -1.501  -0.282
C -4.036 -0.265 -1.446  -0.023
C -4.633 -0.849 -0.338  -0.053
C -5.097 -0.059 0.704  -0.071
C -4.973 1.319 0.620  -0.044
C -4.372 1.908 -0.483  -0.013
C -0.853 0.288 -2.403  -0.355
F -1.061 0.113 -1.044  0.040
N 0.407 -0.393 -2.763  -0.114
P 0.002 -2.149 -2.672  0.631
O 0.575 -2.565 -1.221  -0.345
Br 1.611 -2.999 -3.935  0.427
H 5.872 2.262 -2.030  0.101
H 5.714 1.579 -0.372  0.081
H 4.427 2.550 -1.007  0.090
H 4.191 -0.358 1.009  0.088
H 3.350 -1.685 0.213  0.081
H 5.003 -1.317 -0.268  0.090
H 2.652 -1.506 -2.023  0.085
H 2.238 1.812 -1.382  0.135
H 1.073 2.652 -3.210  0.163
H -0.243 4.363 -1.946  0.148
H -0.394 2.500 0.154  0.077
H -0.538 4.224 0.355  0.093
H 1.055 3.439 0.560  0.092
H -0.834 1.779 -3.864  0.165
H -2.195 3.397 -2.846  0.138
H -2.075 2.708 -1.237  0.116
H -3.665 -0.874 -2.260  0.111
H -4.730 -1.925 -0.303  0.098
H -5.551 -0.531 1.559  0.081
H -5.355 1.937 1.421  0.116
H -4.287 2.985 -0.521  0.101
H -1.657 -0.206 -2.942  0.118
H -0.158 -2.662 -0.596  0.071
C 3.774 -4.831 -1.111  -0.047
C 3.408 -6.211 -0.602  -0.294
O 3.287 -5.997 0.795  0.138
C 2.940 -4.699 0.996  -0.551
O 2.523 -4.245 2.005  0.186
O 3.128 -3.992 -0.145  0.017
F 4.383 -7.125 -0.828  0.073
H 4.852 -4.670 -1.078  0.142
H 3.399 -4.603 -2.101  0.092
H 2.465 -6.604 -0.983  0.179
C 8.180 -0.670 -3.223  -0.037
C 8.213 -1.199 -1.803  -0.295
O 6.992 -1.914 -1.721  0.095
C 6.650 -2.309 -2.984  -0.573
O 5.813 -3.110 -3.232  0.169
O 7.408 -1.673 -3.890  0.090
F 8.203 -0.209 -0.872  0.067
H 7.648 0.280 -3.272  0.135
H 9.160 -0.573 -3.679  0.145
H 9.038 -1.878 -1.586  0.176
C -5.804 4.777 -3.165  -0.034
C -6.649 6.024 -2.983  -0.304
O -6.747 6.108 -1.567  0.130
C -5.645 5.524 -1.038  -0.561
O -5.288 5.641 0.087  0.175
O -5.001 4.795 -1.976  0.042
F -7.883 5.889 -3.508  0.093
H -6.426 3.881 -3.174  0.150
H -5.174 4.797 -4.049  0.141
H -6.199 6.942 -3.364  0.176
C -1.614 -2.118 3.036  -0.048
C -1.364 -1.398 4.346  -0.308
O -2.442 -0.483 4.393  0.141
C -3.472 -1.006 3.673  -0.540
O -4.587 -0.611 3.698  0.175
O -3.036 -2.044 2.923  0.072
F -0.194 -0.717 4.344  0.077
H -1.154 -1.574 2.208  0.135
H -1.282 -3.153 3.032  0.141
H -1.399 -2.036 5.230  0.176
C 7.033 1.900 3.998  -0.033
C 6.666 0.916 2.905  -0.311
O 5.813 1.695 2.082  0.087
C 6.174 3.008 2.226  -0.553
O 5.827 3.869 1.493  0.187
O 6.972 3.150 3.298  0.089
F 5.975 -0.153 3.367  0.077
H 6.289 1.890 4.795  0.149
H 8.023 1.746 4.414  0.144
H 7.509 0.558 2.312  0.172
C -7.754 -2.674 4.123  -0.042
C -8.753 -2.252 3.064  -0.309
O -7.937 -2.151 1.909  0.130
C -6.880 -2.991 2.066  -0.561
O -6.135 -3.304 1.200  0.167
O -6.796 -3.404 3.348  0.073
F -9.310 -1.049 3.325  0.083
H -7.273 -1.802 4.569  0.141
H -8.176 -3.304 4.899  0.140
H -9.550 -2.973 2.874  0.174
C 4.506 -9.755 1.101  -0.052
C 5.834 -10.459 0.919  -0.315
O 5.471 -11.819 1.033  0.134
C 4.168 -11.945 0.646  -0.546
O 3.630 -12.965 0.394  0.195
O 3.587 -10.720 0.582  0.070
F 6.724 -10.144 1.890  0.076
H 4.298 -9.585 2.159  0.148
H 4.433 -8.821 0.557  0.107
H 6.306 -10.296 -0.052  0.173
C -7.257 8.729 1.098  -0.050
C -6.615 9.506 -0.029  -0.323
O -6.617 10.825 0.471  0.131
C -6.589 10.757 1.838  -0.546
O -6.343 11.664 2.551  0.193
O -6.867 9.494 2.242  0.075
F -7.344 9.451 -1.174  0.069
H -8.344 8.731 1.010  0.148
H -6.897 7.707 1.176  0.127
H -5.589 9.207 -0.253  0.171

For the LUMO energy, the calculation gives -2.61 eV. The charge is +1. The calculation puts the orbital gap at 8.33 eV. Its total energy is -7716.909063 Ha.

***

(2)
Density functional theory data (ωB97M-V/def2-TZVPD) for C40H47Cl5IrNO7SSe2 as an isolated structure in a non-equilibrium geometry.

Last column: Mulliken spin population.
Atoms and positions in Å:
Ir 0.940 -0.422 0.058  1.951
C 4.634 -1.610 -1.067  0.010
Se 3.360 -0.162 -1.207  0.189
C 4.187 0.861 0.243  -0.027
C 3.628 2.269 0.329  0.026
Se 1.706 2.305 0.013  0.172
C 1.803 2.771 -1.875  0.009
H 4.591 -2.052 -0.077  -0.003
H 5.620 -1.201 -1.270  0.011
H 4.361 -2.340 -1.823  -0.003
H 5.263 0.885 0.065  -0.004
H 4.007 0.313 1.166  0.011
H 4.076 2.930 -0.412  0.009
H 3.799 2.700 1.313  0.002
H 1.837 3.854 -1.951  0.011
H 0.915 2.388 -2.373  -0.003
H 2.689 2.327 -2.318  -0.004
Cl -0.983 -7.617 -0.290  0.071
C -0.172 -6.137 -0.258  0.244
C -0.915 -4.939 -0.117  -0.048
Cl -2.618 -4.998 -0.003  -0.007
C -0.257 -3.741 -0.072  0.048
Cl -1.119 -2.281 0.093  0.077
C 1.186 -3.655 -0.161  0.237
O 1.803 -2.578 -0.075  0.468
C 1.904 -4.906 -0.332  0.126
Cl 3.595 -4.832 -0.442  0.038
C 1.239 -6.106 -0.370  -0.055
Cl 2.100 -7.570 -0.540  -0.010
C -4.662 4.448 3.512  0.000
C -4.759 3.971 2.087  0.000
C -4.931 2.623 1.796  0.000
C -4.981 2.172 0.482  0.000
C -4.869 3.089 -0.551  0.000
C -4.714 4.446 -0.282  0.000
C -4.653 4.876 1.029  0.000
S -4.947 2.537 -2.223  0.000
O -4.949 1.103 -2.178  0.000
O -5.967 3.266 -2.912  0.000
N -3.539 3.009 -2.903  0.000
C -2.280 2.632 -2.247  0.007
C -1.884 1.196 -2.576  0.000
C -0.834 0.659 -1.649  0.094
O -0.012 -0.207 -2.046  0.078
O -0.778 1.072 -0.449  0.102
H -5.125 3.739 4.198  0.000
H -5.144 5.417 3.639  0.000
H -3.615 4.563 3.806  0.000
H -5.037 1.914 2.609  0.000
H -5.111 1.125 0.249  0.000
H -4.651 5.160 -1.095  0.000
H -4.532 5.931 1.242  0.000
H -3.607 3.974 -3.196  0.000
H -2.353 2.744 -1.164  -0.005
H -1.517 3.323 -2.602  0.000
H -1.547 1.093 -3.608  -0.001
H -2.763 0.557 -2.456  0.001
C 1.994 -3.588 3.161  0.029
C 2.852 -2.462 3.753  0.003
C 3.834 -1.902 2.724  0.048
C 1.939 -1.442 4.391  0.124
C 1.891 -1.354 5.756  -0.041
C 0.970 -0.518 6.403  0.237
C 0.010 0.184 5.666  -0.064
C -0.017 0.147 4.295  0.095
C -1.126 0.877 3.570  0.007
C -1.835 0.007 2.531  0.094
C -0.622 2.177 2.938  0.005
C 1.040 -0.594 3.601  0.229
O 1.192 -0.497 2.359  0.437
H 2.630 -4.350 2.703  -0.001
H 1.321 -3.188 2.402  -0.003
H 1.389 -4.068 3.932  -0.005
H 3.445 -2.890 4.564  0.003
H 3.316 -1.554 1.833  -0.024
H 4.535 -2.686 2.431  0.001
H 4.410 -1.075 3.145  -0.007
H 2.572 -1.953 6.348  0.006
H 0.977 -0.446 7.483  0.000
H -0.744 0.758 6.190  0.006
H -1.859 1.137 4.337  0.001
H -1.203 -0.144 1.658  -0.021
H -2.740 0.511 2.187  0.005
H -2.114 -0.965 2.943  -0.008
H 0.127 1.957 2.180  0.009
H -0.178 2.837 3.686  -0.007
H -1.445 2.704 2.449  0.005
C 0.233 -3.054 -3.751  -0.007
C 1.254 -1.948 -3.836  0.007
O 2.169 -1.880 -3.042  -0.002
C 1.098 -0.925 -4.915  0.005
C 1.680 0.326 -4.730  -0.001
C 1.539 1.309 -5.695  -0.001
C 0.834 1.039 -6.864  0.000
C 0.269 -0.212 -7.061  0.000
C 0.391 -1.190 -6.082  -0.001
H 0.400 -3.631 -2.843  0.013
H 0.323 -3.721 -4.611  -0.001
H -0.775 -2.637 -3.751  0.001
H 2.226 0.510 -3.816  0.002
H 1.983 2.285 -5.544  0.000
H 0.726 1.804 -7.621  0.000
H -0.266 -0.427 -7.976  0.000
H -0.060 -2.161 -6.242  0.000

For the LUMO energy (alpha / beta), the calculation gives -2.30 / -5.58 eV. The charge is +1. The calculation puts the orbital gap (alpha / beta) at 7.91 / 5.50 eV. As for the spin multiplicity: 6. The calculation puts the energy above the lowest of the compared OMol25 structures with the same formula, charge and spin at 0.00 kcal per mole. Its total energy is -9739.890971 Ha.

***

(3)
Density functional theory data (ωB97M-V/def2-TZVPD) for C40H48AlN2OPS4 as an isolated structure in a non-equilibrium geometry.

Last column: Löwdin charge in e.
Atoms and positions in Å:
Al -0.752 -1.034 0.030  0.101
C -0.328 1.653 -1.141  -0.175
C -1.089 1.080 -2.338  -0.156
N -1.241 -0.349 -2.111  -0.093
C -2.472 -0.914 -2.648  -0.244
C -3.634 -0.576 -1.726  -0.358
S -3.197 -1.084 -0.009  1.047
C -3.137 0.473 0.915  -0.397
C -2.200 1.559 0.414  -0.192
N -0.871 1.054 0.076  -0.064
H -0.383 2.750 -1.132  0.134
H 0.719 1.354 -1.204  0.077
H -0.557 1.298 -3.270  0.136
H -2.082 1.530 -2.405  0.111
H -0.453 -0.847 -2.521  0.136
H -2.357 -2.000 -2.682  0.080
H -2.671 -0.541 -3.660  0.132
H -4.517 -1.142 -2.007  0.083
H -3.869 0.484 -1.720  0.077
H -2.833 0.142 1.913  0.039
H -4.151 0.864 0.980  0.100
H -2.152 2.323 1.197  0.139
H -2.626 2.043 -0.468  0.112
H -0.225 1.240 0.845  0.082
O 0.107 -2.131 -0.920  -0.182
C 0.698 -3.170 -0.192  -0.509
C 2.178 -3.152 -0.485  -0.496
C 2.934 -2.100 -0.907  -0.139
C 4.299 -2.424 -1.063  -0.191
C 4.559 -3.717 -0.750  -0.397
S 3.146 -4.569 -0.283  1.060
C 0.473 -2.986 1.332  -0.498
C -0.162 -4.090 2.133  -0.088
C 0.086 -3.904 3.421  -0.092
C 0.897 -2.649 3.596  -0.437
S 2.112 -2.808 2.240  1.006
C 0.112 -4.447 -0.717  -0.450
C 0.279 -5.743 -0.343  -0.171
C -0.420 -6.647 -1.178  -0.172
C -1.095 -6.024 -2.175  -0.402
S -0.894 -4.316 -2.117  1.089
H 2.535 -1.116 -1.079  0.097
H 5.047 -1.724 -1.389  0.099
H 5.497 -4.231 -0.756  0.058
H -0.803 -4.830 1.693  0.110
H -0.257 -4.492 4.251  0.106
H 1.354 -2.518 4.570  0.111
H 0.866 -6.045 0.506  0.106
H -0.417 -7.715 -1.040  0.103
H -1.691 -6.463 -2.950  0.056
C -0.280 -1.713 1.751  -0.115
C -0.016 -1.523 3.104  -0.256
C -0.439 -0.569 4.042  -0.160
C 0.519 -0.202 5.076  -0.204
C 1.878 -0.101 4.739  -0.075
C 2.834 0.173 5.693  -0.094
C 2.467 0.378 7.014  -0.111
C 1.128 0.293 7.363  -0.097
C 0.166 0.019 6.412  -0.037
C -1.790 -0.078 4.097  -0.204
C -2.112 1.187 4.626  -0.058
C -3.424 1.582 4.785  -0.102
C -4.468 0.734 4.441  -0.121
C -4.172 -0.518 3.916  -0.116
C -2.866 -0.912 3.731  -0.078
H 2.164 -0.267 3.709  0.083
H 3.876 0.231 5.406  0.096
H 3.218 0.587 7.764  0.092
H 0.838 0.431 8.396  0.097
H -0.871 -0.069 6.706  0.114
H -1.309 1.848 4.931  0.108
H -3.647 2.558 5.197  0.097
H -5.496 1.036 4.579  0.088
H -4.973 -1.197 3.659  0.102
H -2.648 -1.902 3.354  0.119
C 4.155 3.993 -0.349  -0.161
C 2.961 3.062 -0.507  -0.431
P 2.690 1.663 0.725  0.992
C 4.457 1.161 1.001  -0.422
C 4.539 -0.119 1.823  -0.168
C 2.428 2.603 2.322  -0.395
C 0.950 2.849 2.600  -0.164
H 4.118 4.755 -1.125  0.068
H 5.096 3.462 -0.456  0.060
H 4.154 4.498 0.613  0.061
H 3.030 2.564 -1.481  0.064
H 2.040 3.655 -0.516  0.058
H 5.002 1.976 1.487  0.078
H 4.900 0.996 0.014  0.071
H 4.206 0.048 2.845  0.043
H 5.563 -0.486 1.853  0.076
H 3.905 -0.892 1.392  0.002
H 2.984 3.543 2.306  0.072
H 2.827 1.988 3.130  0.058
H 0.491 3.440 1.805  0.061
H 0.823 3.392 3.536  0.078
H 0.428 1.895 2.701  0.047

For the LUMO energy, the calculation gives -0.10 eV. The charge is 0. The calculation puts the orbital gap at 4.72 eV. The calculation puts the energy above the lowest of the compared OMol25 structures with the same formula, charge and spin at 8.99 kcal per mole. Its total energy is -3914.284212 Ha.

***

(4)
Density functional theory data (ωB97M-V/def2-TZVPD) for C40H48BGeMoN13OP as an isolated structure in a non-equilibrium geometry.

Last column: Mulliken spin population.
Atoms and positions in Å:
Mo 1.223 0.631 -0.453  1.223
C -1.807 0.939 -3.648  0.003
C -1.288 0.348 -2.495  0.055
N -0.247 1.041 -2.037  -0.041
N -0.077 2.087 -2.887  0.015
C -0.997 2.037 -3.859  0.022
B 1.113 3.072 -2.736  -0.017
N 2.419 2.241 -2.850  0.014
C 3.438 2.371 -3.712  0.018
C 4.309 1.315 -3.533  -0.001
C 3.727 0.555 -2.519  0.031
N 2.590 1.112 -2.112  -0.041
N 1.050 3.720 -1.322  0.020
C 0.741 4.969 -0.960  0.000
C 0.784 5.046 0.424  -0.001
C 1.131 3.755 0.828  0.007
N 1.288 2.963 -0.229  -0.042
H -2.637 0.600 -4.243  0.000
H -1.585 -0.564 -2.003  -0.003
H -1.001 2.778 -4.642  0.001
H 1.069 3.926 -3.578  0.000
H 3.472 3.206 -4.394  0.001
H 5.224 1.120 -4.063  0.000
H 4.058 -0.364 -2.062  -0.002
H 0.536 5.723 -1.703  0.000
H 0.606 5.911 1.041  0.000
H 1.284 3.357 1.819  -0.002
C 6.014 1.528 2.552  -0.003
N 4.667 1.099 2.253  0.039
C 3.996 0.023 2.984  -0.030
C 2.757 -0.135 2.154  0.703
O 1.596 -0.378 2.803  0.109
N 2.843 0.691 1.020  -0.018
C 3.979 1.349 1.119  0.078
N 4.456 2.186 0.166  0.038
H 6.169 1.459 3.627  -0.001
H 6.164 2.571 2.272  0.003
H 6.767 0.914 2.051  0.003
H 3.785 0.306 4.020  0.014
H 4.622 -0.879 3.001  0.042
H 3.758 2.582 -0.447  -0.001
H 5.195 2.814 0.429  -0.002
C -4.709 3.851 1.031  0.000
N -3.871 3.165 2.121  0.000
C -4.402 1.732 2.282  0.001
N -4.387 1.040 1.047  0.000
C -5.176 1.754 0.046  0.000
N -4.684 3.112 -0.176  0.000
C -3.336 3.101 -0.789  0.000
P -1.994 2.242 0.204  0.005
C -2.405 3.158 1.768  0.003
C -3.023 0.736 0.581  0.009
H -4.294 4.849 0.897  0.000
H -5.722 3.917 1.430  0.000
H -4.006 3.665 2.999  0.000
H -5.419 1.831 2.663  0.000
H -3.767 1.242 3.020  0.000
H -6.214 1.802 0.381  0.000
H -5.130 1.206 -0.893  0.000
H -3.028 4.133 -0.975  0.000
H -3.405 2.607 -1.761  -0.001
H -2.071 4.192 1.670  0.000
H -1.868 2.690 2.595  -0.002
H -2.501 0.135 1.325  -0.003
H -3.094 0.136 -0.327  -0.004
C 1.053 -1.125 -0.527  -0.303
Ge 0.279 -2.879 -0.365  0.006
C 1.411 -4.435 -0.618  -0.002
C 2.776 -4.381 -0.887  -0.003
C 3.500 -5.545 -1.120  0.001
C 2.862 -6.776 -1.086  0.000
C 1.500 -6.844 -0.815  0.000
C 0.780 -5.681 -0.583  -0.001
C -0.466 -3.042 1.437  -0.018
C -1.816 -2.921 1.778  0.006
C -2.252 -3.133 3.082  0.000
C -1.341 -3.472 4.073  0.000
C 0.008 -3.568 3.760  0.012
C 0.437 -3.353 2.457  0.021
C -1.026 -3.016 -1.818  -0.003
C -0.488 -2.867 -3.102  -0.003
C -1.293 -2.911 -4.230  -0.003
C -2.662 -3.111 -4.099  0.000
C -3.213 -3.279 -2.838  0.000
C -2.400 -3.234 -1.707  0.003
H 3.283 -3.422 -0.917  -0.004
H 4.561 -5.491 -1.331  0.000
H 3.423 -7.682 -1.273  0.000
H 1.000 -7.804 -0.790  0.000
H -0.284 -5.746 -0.376  0.000
H -2.547 -2.651 1.029  0.001
H -3.305 -3.047 3.320  0.000
H -1.681 -3.660 5.084  0.000
H 0.726 -3.821 4.530  0.000
H 1.494 -3.441 2.230  -0.010
H 0.579 -2.706 -3.222  0.001
H -0.853 -2.792 -5.213  0.000
H -3.294 -3.151 -4.978  0.000
H -4.277 -3.451 -2.730  0.000
H -2.855 -3.389 -0.740  0.000
C -0.518 0.154 3.665  0.011
C 0.352 0.232 2.438  0.010
N 0.060 0.716 1.337  0.036
H -1.567 0.088 3.379  0.002
H -0.369 1.040 4.290  0.004
H -0.267 -0.721 4.261  -0.007

For the LUMO energy (alpha / beta), the calculation gives -2.29 / -2.29 eV. The charge is +1. The calculation puts the orbital gap (alpha / beta) at 5.76 / 7.51 eV. As for the spin multiplicity: 3. The calculation puts the energy above the lowest of the compared OMol25 structures with the same formula, charge and spin at 13.22 kcal per mole. Its total energy is -4851.266230 Ha.